[1]
Computed, not measured: a cluster of 10 separate species, C41H77Br19Cl2FINO7PS in total in a non-equilibrium geometry, with the ωB97M-V functional and the def2-TZVPD basis.

Each line ends with the Löwdin charge.
Element x y z (Å)
C  1.560  5.430  -1.331  -0.15
C  2.621  4.953  -2.501  -0.26
C  3.001  3.358  -2.454  -0.22
C  1.880  2.470  -3.338  -0.21
N  1.773  1.046  -2.948  -0.16
C  2.533  0.253  -3.935  -0.16
C  4.111  0.770  -4.203  -0.10
F  4.841  -0.326  -4.937  -0.15
C  0.496  0.531  -2.385  -0.33
C  0.199  1.549  -1.111  -0.11
C  -0.980  2.653  -1.228  -0.23
C  -2.516  2.041  -0.959  -0.22
C  -3.642  2.615  -1.998  -0.16
C  -5.120  2.360  -1.257  -0.18
O  -5.953  1.504  -2.114  -0.10
C  -6.041  0.122  -1.620  -0.26
C  -5.865  -1.148  -2.694  -0.02
O  -6.307  -0.248  -0.352  -0.05
C  0.608  -0.972  -1.612  -0.29
C  0.685  -2.260  -2.660  -0.09
C  1.808  -3.404  -2.320  -0.23
O  1.368  -4.624  -3.079  -0.16
C  1.741  -1.020  -0.446  -0.12
C  3.303  -0.796  -0.856  -0.28
C  4.264  -1.143  0.467  -0.55
I  4.707  0.804  1.464  0.64
O  -0.728  -1.163  -1.076  -0.25
C  -1.039  -1.896  0.071  -0.91
Cl  -0.565  -3.726  0.131  0.62
Cl  -2.931  -2.113  -0.177  0.60
C  -1.005  -1.190  1.550  -0.20
C  0.245  -1.537  2.527  -0.58
O  0.699  -2.723  2.925  -0.12
Br  1.234  0.051  3.349  0.60
P  -0.828  0.504  -3.742  0.52
O  -0.412  -0.439  -5.192  -0.32
O  -2.400  -0.177  -3.285  -0.29
S  -1.315  2.173  -4.612  0.37
H  0.468  5.066  -1.561  0.01
H  1.521  6.620  -1.382  0.08
H  1.858  5.061  -0.242  0.06
H  3.579  5.644  -2.395  0.02
H  2.089  5.145  -3.549  0.12
H  4.089  3.264  -2.932  -0.06
H  3.106  2.955  -1.353  0.10
H  2.166  2.679  -4.481  0.14
H  0.916  3.150  -3.200  0.08
H  2.059  0.312  -5.030  0.13
H  2.787  -0.874  -3.628  0.12
H  4.145  1.756  -4.833  0.12
H  4.643  0.848  -3.154  0.12
H  -0.089  1.005  -0.088  0.11
H  1.176  2.140  -0.750  0.13
H  -0.933  3.415  -2.107  0.05
H  -0.821  3.348  -0.262  0.09
H  -2.890  2.361  0.130  -0.02
H  -2.468  0.849  -0.899  0.10
H  -3.717  2.057  -3.022  0.08
H  -3.550  3.798  -2.125  0.11
H  -5.022  2.012  -0.145  0.12
H  -5.668  3.420  -1.218  0.13
H  -4.788  -1.219  -3.147  0.07
H  -6.619  -1.095  -3.589  0.09
H  -6.065  -2.199  -2.165  0.04
H  -0.346  -2.861  -2.731  0.14
H  0.938  -1.983  -3.762  0.11
H  2.847  -3.115  -2.834  0.14
H  1.900  -3.746  -1.218  0.10
H  0.574  -4.972  -2.558  0.09
H  1.726  -2.070  0.127  0.11
H  1.572  -0.252  0.455  0.09
H  3.706  -1.447  -1.737  0.10
H  3.550  0.339  -1.112  0.06
H  5.290  -1.496  0.013  0.06
H  3.770  -1.910  1.199  0.07
H  -1.972  -1.542  2.162  0.12
H  -1.123  -0.002  1.524  0.11
H  0.039  0.159  -5.859  0.05
H  -2.314  -1.165  -3.430  0.07
Br  0.148  8.600  1.300  0.59
C  1.623  8.654  2.574  -0.69
C  2.668  7.613  2.245  -0.70
Br  2.088  5.832  2.789  0.60
H  1.189  8.532  3.571  0.05
H  2.040  9.661  2.484  0.06
H  3.587  7.797  2.809  0.06
H  2.906  7.560  1.179  -0.01
Br  5.197  7.092  -0.664  0.68
C  6.359  5.572  -0.288  -0.66
C  7.179  5.197  -1.501  -0.66
Br  6.106  4.225  -2.807  0.75
H  5.718  4.761  0.069  0.06
H  7.006  5.903  0.528  0.06
H  7.983  4.509  -1.225  0.06
H  7.607  6.060  -2.018  0.05
Br  3.147  1.277  6.026  0.57
C  1.953  0.148  7.076  -0.74
C  2.075  0.448  8.552  -0.69
Br  3.695  -0.340  9.301  0.60
H  2.189  -0.889  6.823  0.00
H  0.948  0.386  6.717  0.03
H  1.253  -0.011  9.109  0.06
H  2.107  1.517  8.777  0.05
Br  -5.628  -4.885  -0.983  0.66
C  -4.814  -4.934  0.788  -0.69
C  -4.731  -6.348  1.313  -0.69
Br  -6.467  -6.969  1.948  0.60
H  -5.400  -4.268  1.427  0.06
H  -3.814  -4.513  0.653  -0.01
H  -4.075  -6.398  2.186  0.06
H  -4.388  -7.069  0.565  0.01
Br  -2.979  4.017  1.762  0.71
C  -3.575  5.849  1.458  -0.63
C  -3.724  6.138  -0.017  -0.66
Br  -1.988  6.422  -0.860  0.64
H  -2.858  6.506  1.959  0.05
H  -4.542  5.922  1.965  0.06
H  -4.272  7.072  -0.174  0.06
H  -4.219  5.335  -0.569  0.03
Br  3.326  -3.999  6.341  0.62
C  1.680  -5.015  6.582  -0.68
C  0.539  -4.402  5.804  -0.68
Br  -0.153  -2.814  6.698  0.63
H  1.492  -5.068  7.658  0.05
H  1.907  -6.018  6.208  0.06
H  -0.308  -5.092  5.753  0.06
H  0.818  -4.102  4.790  0.02
Br  -4.199  3.917  5.767  0.60
C  -3.038  2.396  6.143  -0.69
C  -2.217  2.022  4.931  -0.69
Br  -3.291  1.049  3.625  0.62
H  -3.679  1.585  6.500  0.05
H  -2.390  2.728  6.960  0.06
H  -1.413  1.333  5.207  0.04
H  -1.789  2.885  4.413  0.03
Br  4.586  -8.518  -4.795  0.60
C  3.901  -8.691  -2.977  -0.70
C  3.585  -7.339  -2.381  -0.70
Br  5.211  -6.416  -1.823  0.59
H  4.647  -9.253  -2.407  0.05
H  2.993  -9.293  -3.071  0.06
H  2.994  -7.449  -1.467  0.06
H  3.060  -6.673  -3.070  0.03
Br  -4.739  -7.726  -4.697  0.59
C  -5.933  -8.855  -3.647  -0.69
C  -5.810  -8.556  -2.171  -0.70
Br  -4.191  -9.343  -1.423  0.61
H  -5.697  -9.892  -3.900  0.05
H  -6.938  -8.617  -4.007  0.06
H  -6.633  -9.015  -1.615  0.06
H  -5.778  -7.486  -1.946  -0.03

The value obtained for the energy above the lowest of the compared OMol25 structures with the same formula, charge and spin is 0.0 kcal per mole. Its HOMO energy is -8.7 eV. The calculation puts the total energy at -1446372.2008 eV. Its LUMO energy is -0.03329 hartree. As for the frontier orbital gap: 7.75 eV.



[2]
Computed, not measured: a cluster of 2 separate species, C4H12OS in total in a non-equilibrium geometry, with the ωB97M-V functional and the def2-TZVPD basis.

Each line ends with the Löwdin charge.
Element x y z (Å)
C  0.745  -1.174  0.859  -0.12
C  0.596  -0.762  -0.599  -0.28
C  -0.837  -0.907  -1.116  -0.32
C  -1.296  0.184  -2.051  -0.60
S  -3.075  0.075  -2.396  0.69
H  1.784  -0.977  1.164  0.07
H  0.389  -2.178  1.038  0.07
H  0.188  -0.469  1.506  0.08
H  0.877  0.296  -0.726  0.11
H  1.287  -1.284  -1.271  0.11
H  -1.008  -1.871  -1.592  0.10
H  -1.510  -0.839  -0.249  0.10
H  -1.174  1.188  -1.649  0.07
H  -0.795  0.205  -3.014  0.06
H  -3.183  -1.251  -2.223  -0.15
O  2.176  3.492  4.365  -0.07
H  1.993  2.544  4.242  0.04
H  2.843  3.729  3.714  0.03

The value obtained for the energy above the lowest of the compared OMol25 structures with the same formula, charge and spin is 10.0 kcal per mole. Its HOMO energy is -9.0 eV. The calculation puts the total energy at -17225.1117 eV. Its LUMO energy is 0.02174 hartree. As for the frontier orbital gap: 9.57 eV.



[3]
Computed, not measured: a structure of composition C17H21BF4IrN11Si in a non-equilibrium geometry, with the ωB97M-V functional and the def2-TZVPD basis.

Each line ends with the Löwdin charge.
Element x y z (Å)
Ir  0.831  -1.576  0.311  1.01
N  1.085  -2.864  -3.049  0.13
C  0.077  -1.950  -2.824  -0.50
N  -0.820  -1.708  -3.764  -0.03
N  -1.618  -0.705  -3.324  -0.10
N  -1.176  -0.393  -2.046  -0.24
N  -0.052  -1.185  -1.731  -0.09
C  1.954  -3.397  -2.132  -0.50
N  2.819  -4.358  -2.440  -0.01
N  3.507  -4.573  -1.302  -0.14
N  3.083  -3.792  -0.368  -0.11
N  2.088  -3.021  -0.859  -0.14
H  1.023  -3.344  -3.928  0.12
N  -1.227  -3.507  1.687  0.03
C  -0.593  -2.731  1.031  -0.34
H  -1.066  -4.025  2.529  0.04
C  -1.831  0.606  0.701  -0.17
Si  -1.532  1.051  -1.099  0.55
C  -0.003  2.160  -1.128  -0.16
C  -3.074  1.843  -1.838  -0.22
C  -3.906  1.256  -2.798  -0.10
C  -5.073  1.881  -3.211  -0.11
C  -5.444  3.112  -2.681  -0.13
C  -4.628  3.714  -1.733  -0.12
C  -3.465  3.085  -1.318  -0.11
H  -2.099  1.503  1.270  0.03
H  -0.898  0.247  1.149  -0.02
H  -2.598  -0.156  0.845  0.03
H  -0.108  2.994  -0.429  0.02
H  0.241  2.542  -2.121  0.02
H  0.839  1.564  -0.768  0.00
H  -3.609  0.308  -3.230  0.06
H  -5.707  1.407  -3.953  0.09
H  -6.359  3.597  -3.003  0.08
H  -4.904  4.675  -1.313  0.09
H  -2.838  3.562  -0.569  0.10
F  1.397  3.379  3.659  0.07
B  0.390  2.680  2.956  -1.25
F  -0.463  2.038  3.886  0.07
F  -0.363  3.587  2.174  0.07
F  0.983  1.711  2.122  0.08
C  4.012  -0.437  0.010  -0.03
C  3.609  -0.679  1.412  -0.30
C  4.427  -0.538  2.573  -0.02
C  3.602  -0.745  3.645  -0.02
C  2.307  -1.007  3.101  -0.30
C  1.040  -1.164  3.843  -0.01
N  2.341  -0.985  1.756  -0.05
H  5.097  -0.359  -0.063  0.08
H  3.567  0.499  -0.340  0.09
H  3.662  -1.244  -0.636  0.05
H  5.480  -0.304  2.586  0.10
H  3.859  -0.697  4.691  0.10
H  1.227  -1.376  4.895  0.08
H  0.433  -1.955  3.403  0.05
H  0.474  -0.227  3.761  0.09

Its HOMO energy (alpha / beta) is 0.7 / -2.1 eV. The calculation puts the total energy at -56628.3226 eV. As for the spin multiplicity: 5. As for the total charge: -2. Its LUMO energy (alpha / beta) is 0.17035 / 0.10565 hartree. As for the frontier orbital gap (alpha / beta): 3.90 / 5.01 eV.